The following is a DFT calculation (ωB97M-V/def2-TZVPD) of the ion C6H12N with charge +1.

SMILES string: CC1(C)C=CC[NH2+]1
Highest occupied orbital energy in eV: -14.32
Maximum force in eV/A: 4.65
Kohn-Sham gap in eV: 10.97
Total energy in Eh: -290.260801
Energy above the lowest of the compared OMol25 structures with the same formula, charge and spin in kJ/mol: 160.44

ORCA input file:
```
! RIJCOSX wB97M-V def2-TZVPD def2/J DEFGRID3
* xyz 1 1
H 0.84567 -1.46184 -0.37231
H -0.74346 1.20939 -1.83133
H 0.79641 1.32849 1.94258
H -1.97501 -1.46855 0.99280
H -0.73547 -1.25410 -1.17769
C 0.20413 0.34605 -0.17662
H 1.52127 -0.08661 -1.90399
H -0.44475 -2.48743 1.39196
N -0.15964 -1.08738 -0.20761
H 1.79340 1.48738 -1.24986
C -0.95473 1.30154 -0.77582
H -0.65668 2.18959 -0.26690
C -0.84478 -1.50726 1.01330
H 2.16781 0.04531 -0.16433
H -0.57602 -0.67688 3.03223
H -1.95483 0.93694 -0.51291
C 1.48054 0.42861 -0.91875
C 0.32881 0.55625 1.35859
C -0.33725 -0.38744 2.01694
*
```

Atomic partial charges in e from the Löwdin method, atoms 1 to 5: 0.20, 0.08, 0.13, 0.15, 0.26